1.
Here is 2 unconnected molecules or ions with the total composition C26H24N3S from OMol25. Energies are from ωB97M-V/def2-TZVPD.

```
54
Properties=species:S:1:pos:R:3
C -2.58459 -4.36368 -0.05068
N -2.40280 -3.01087 0.43398
C -1.34540 -2.53397 1.15100
C -1.51797 -1.15887 1.41091
C -0.49509 -0.25586 1.80446
C -0.93366 1.13763 2.10976
C -0.89293 2.19261 1.16902
C -1.51466 3.41592 1.42641
C -2.09496 3.64405 2.67569
C -2.00402 2.67576 3.67419
C -1.44624 1.43312 3.38299
C -2.88813 -0.83364 0.89800
C -3.65214 0.31988 0.77965
C -4.70058 0.36601 -0.15345
C -5.02209 -0.74847 -0.93741
C -4.35780 -1.96354 -0.73243
C -3.33636 -1.98911 0.21548
H -3.24299 -4.29693 -0.91684
H -1.61955 -4.81952 -0.29782
H -3.07941 -4.98074 0.70931
H -0.47755 -3.12547 1.42846
H 0.53432 -0.39555 1.39294
H -0.42171 1.99910 0.21045
H -1.53648 4.19404 0.66666
H -2.64948 4.55923 2.87604
H -2.35423 2.86301 4.68738
H -1.40654 0.64118 4.12501
H -3.42191 1.17206 1.41833
H -5.26049 1.28880 -0.29145
H -5.79866 -0.65605 -1.69533
H -4.59404 -2.85680 -1.29796
C 6.27263 -3.00740 4.01238
C 4.99494 -2.92112 4.59315
C 3.95641 -2.35565 3.85018
C 4.15735 -1.96366 2.52217
C 5.40308 -2.12566 1.91201
C 6.47628 -2.60820 2.68112
S 2.71158 -1.24286 1.84823
C 1.83841 -1.48048 3.35369
N 0.58864 -1.18826 3.50608
C 0.02471 -1.47981 4.83914
C 1.02313 -1.43475 5.97220
C 2.21753 -2.29527 5.67915
N 2.67805 -2.01322 4.31399
H 7.11499 -3.38822 4.59496
H 4.80022 -3.26509 5.60981
H 5.51454 -1.85645 0.85821
H 7.47205 -2.68300 2.24119
H -0.76082 -0.74311 5.00018
H -0.48866 -2.45874 4.84530
H 1.35450 -0.40490 6.10998
H 0.55433 -1.77181 6.89905
H 3.03507 -2.11618 6.38056
H 1.94734 -3.35400 5.76749
```

Output
- 2S+1: 1
- Total charge: +1
- Energy above the lowest of the compared OMol25 structures with the same formula, charge and spin: 19.57 kcal per mole

---

2.
Here is 2 unconnected molecules or ions with the total composition C26H24NO from OMol25. Energies are from ωB97M-V/def2-TZVPD.

```
52
Properties=species:S:1:pos:R:3
C -2.39624 -0.65953 3.17784
C -0.97358 -0.23241 3.16492
C -0.51119 1.06507 3.15911
N 0.85782 1.04781 3.16926
C 1.27761 -0.26331 3.17416
C 2.67817 -0.74140 3.18107
C 0.15900 -1.06641 3.17301
H -2.48678 -1.74630 3.18071
H -2.90705 -0.28329 4.06449
H -2.92359 -0.28316 2.30128
H -1.12041 1.95319 3.15869
H 1.45666 1.87782 3.18381
H 2.71712 -1.83328 3.18869
H 3.21039 -0.39144 2.29615
H 3.20635 -0.37964 4.06356
H 0.16250 -2.14364 3.18430
C 2.70202 6.98901 -1.15352
O 1.74355 6.83507 -0.13454
C 1.09357 5.62209 -0.15572
C 0.09028 5.39120 0.80768
C -0.63378 4.23431 0.81614
C -0.39440 3.22018 -0.13494
C -1.26571 2.07871 -0.30954
C -0.90541 0.91545 -1.08448
C -2.07595 0.31231 -1.59114
C -1.97974 -0.76580 -2.46748
C -0.73293 -1.26438 -2.78006
C 0.41953 -0.71082 -2.22629
C 0.35145 0.37535 -1.38935
C -3.20925 1.02895 -1.03671
C -2.71248 2.06526 -0.20862
C -3.62215 2.90796 0.44714
C -4.97119 2.71149 0.26589
C -5.44846 1.70324 -0.56911
C -4.57809 0.86091 -1.22479
C 0.64533 3.44022 -1.06927
C 1.35474 4.60378 -1.09413
H 3.15107 7.97819 -1.06278
H 3.47973 6.23184 -1.04750
H 2.22562 6.90298 -2.13116
H -0.09594 6.16035 1.53585
H -1.38737 4.08167 1.56711
H -2.87081 -1.19239 -2.89296
H -0.64540 -2.09085 -3.46656
H 1.37696 -1.14737 -2.45264
H 1.24153 0.78696 -0.94647
H -3.27552 3.69973 1.08353
H -5.67510 3.34803 0.77578
H -6.51096 1.59549 -0.71858
H -4.93864 0.08882 -1.88267
H 0.82707 2.69846 -1.82776
H 2.10037 4.75927 -1.85411
```

Output
- 2S+1: 1
- Total charge: +1
- Energy above the lowest of the compared OMol25 structures with the same formula, charge and spin: 0.00 kcal per mole

---

3.
Here is a molecular structure, C26H25AuFIN5O7 from OMol25. Energies are from ωB97M-V/def2-TZVPD.

```
66
Properties=species:S:1:pos:R:3
Au 0.08337 0.79543 -1.06417
F -6.48999 2.09788 -2.91438
C -5.92273 0.93211 -2.56871
C -5.25731 0.80617 -1.43173
N -4.72879 -0.39789 -0.99705
C -3.95241 -0.44287 0.23857
C -2.46880 -0.10302 0.15889
O -1.79889 -0.29319 1.17566
O -2.01363 0.34327 -0.98911
C -4.83945 -1.54698 -1.75873
O -4.37480 -2.62054 -1.42393
N -5.52083 -1.36054 -2.95179
C -6.09437 -0.19175 -3.46763
O -6.65613 -0.17101 -4.54152
H -5.14548 1.65317 -0.76858
H -3.99241 -1.44203 0.64572
H -4.40350 0.24560 0.95118
H -5.61578 -2.18402 -3.51982
C 3.23252 -2.75549 3.91710
C 2.70141 -1.63949 3.02083
C 3.52872 -0.41554 3.13053
C 3.75681 0.47556 2.10235
C 4.66647 1.66653 2.34802
C 3.08705 0.30943 0.87084
C 3.04722 1.42098 -0.05520
O 2.29625 1.51398 -1.03232
C 2.28570 -0.94132 0.55316
C 2.63445 -1.51819 -0.82413
C 2.45016 -2.10286 1.58389
H 3.15318 -2.46266 4.96940
H 4.28403 -2.96852 3.69791
H 2.66579 -3.68179 3.77765
H 4.00570 -0.21935 4.09121
H 5.19100 1.54848 3.29376
H 4.10539 2.60433 2.39624
H 5.41573 1.76287 1.56104
H 3.73882 2.25146 0.12087
H 3.70718 -1.71117 -0.86773
H 2.36833 -0.84360 -1.63174
H 2.11023 -2.46533 -0.97701
H 3.11513 -2.87354 1.19868
C 0.32242 0.66611 4.10191
N 0.58481 -0.18994 2.94235
C 1.11789 -1.52779 3.16884
C 0.98783 -2.48617 1.94351
C 0.16979 -1.93286 0.82158
O -0.63120 -2.43655 0.11806
N 0.78809 -0.58041 0.57825
C 0.50907 0.35727 1.72007
O 0.33878 1.52727 1.45987
H -0.14338 0.06807 4.88242
H -0.35343 1.45966 3.80460
H 1.24561 1.10823 4.48645
H 0.71688 -1.91104 4.10311
H 0.76943 -3.51779 2.18432
I -2.93697 1.26186 -6.15546
C -1.39779 1.95571 -4.95648
C -0.44847 2.84179 -5.44021
C 0.58922 3.24008 -4.61157
C 0.66968 2.72470 -3.33761
N -0.25778 1.86665 -2.87179
C -1.29040 1.49453 -3.65589
H -0.51352 3.20937 -6.45746
H 1.34328 3.93602 -4.95789
H 1.47506 2.98368 -2.66539
H -2.01022 0.80700 -3.22382
```

Output
- <S²>: 2.04
- 2S+1: 3
- Total charge: +1
- Energy above the lowest of the compared OMol25 structures with the same formula, charge and spin: 13.09 kcal per mole

---

4.
Here is a molecular structure, C26H25BN8OPtS from OMol25. Energies are from ωB97M-V/def2-TZVPD.

```
63
Properties=species:S:1:pos:R:3
Pt 1.37769 -0.61764 -0.15899
C 2.03246 -4.06140 4.40767
C 0.72819 -3.58137 4.52629
C 0.23472 -2.68004 3.61658
C 1.04025 -2.23073 2.53124
C 2.35395 -2.74272 2.42599
C 2.83585 -3.63629 3.34775
N 0.55947 -1.32266 1.64944
N -0.66663 -0.86194 1.86320
C -1.29074 -0.28419 0.85141
C -2.64015 0.12617 0.96982
C -3.26808 0.70400 -0.10021
C -2.56838 0.92241 -1.29199
C -1.22133 0.57077 -1.40038
C -0.55107 -0.03340 -0.36061
H 2.41955 -4.75252 5.13693
H 0.10734 -3.91524 5.34379
H -0.76498 -2.28603 3.70998
H 2.97829 -2.41215 1.60782
H 3.84296 -4.01204 3.25763
H -3.15659 -0.09886 1.88852
H -4.31225 0.96733 -0.03313
H -3.08905 1.34737 -2.13487
H -0.71395 0.77723 -2.33424
B 1.27538 -1.64824 -3.73190
N 1.85970 -0.33493 -3.23890
C 2.43819 0.52040 -4.11161
C 2.89808 1.62113 -3.42488
C 2.55801 1.36889 -2.09782
N 1.92748 0.19509 -2.01197
N 0.67130 -2.60404 -2.74205
C 0.03554 -3.73177 -3.15325
C -0.43170 -4.39889 -2.04953
C -0.02582 -3.60413 -0.96351
N 0.63891 -2.54645 -1.40911
H 2.12197 -2.22900 -4.35366
H 0.45295 -1.39878 -4.56727
H 2.48858 0.29818 -5.15856
H 3.41292 2.47542 -3.81198
H 2.75907 1.96672 -1.22761
H -0.03183 -3.98027 -4.19292
H -0.97649 -5.31937 -2.01512
H -0.18436 -3.76922 0.08553
O 4.32353 -1.32650 -0.62512
C 3.30423 -1.15485 -0.17465
N -0.19440 1.92135 2.67531
C 0.48317 2.27194 1.59359
S 2.06751 1.64160 1.35368
N 0.01282 3.11142 0.67773
C -1.26597 3.69032 0.54975
C -1.72561 3.91451 -0.74857
C -2.97149 4.47469 -0.95411
C -3.76991 4.81067 0.12975
C -3.30251 4.61413 1.42009
C -2.04992 4.06558 1.63699
H 0.21778 1.27108 3.32582
H -1.16336 2.18497 2.79929
H 0.61151 3.25671 -0.12900
H -1.10567 3.64721 -1.59206
H -3.31950 4.65339 -1.95942
H -4.73775 5.25732 -0.02838
H -3.90927 4.89859 2.26487
H -1.66063 4.02910 2.64093
```

Output
- 2S+1: 1
- E: -56078.068 eV
- Total charge: +2

---

5.
Here is 2 unconnected molecules or ions with the total composition C26H25Cl2N4 from OMol25. Energies are from ωB97M-V/def2-TZVPD.

```
57
Properties=species:S:1:pos:R:3
Cl 0.21225 4.17565 4.60441
C -0.63613 3.65790 3.21110
C -0.52349 4.38753 2.01588
C -1.21097 3.96023 0.88846
C -2.07083 2.81848 0.91507
C -2.81476 2.49977 -0.27375
C -3.22171 1.22292 -0.73373
C -3.75939 1.14555 -2.05761
C -4.32417 -0.01689 -2.54301
C -4.39386 -1.15068 -1.71148
Cl -5.17739 -2.56246 -2.27202
C -3.81635 -1.12831 -0.43274
C -3.16012 0.01246 0.01697
C -2.18516 2.12602 2.15360
C -1.44187 2.51271 3.26820
H 0.10090 5.27533 1.98435
H -1.08655 4.49595 -0.05555
H -2.80089 3.27901 -1.03947
H -3.69502 2.02910 -2.69558
H -4.73482 -0.05718 -3.54824
H -3.87410 -2.01583 0.19487
H -2.59172 -0.02784 0.94214
H -2.87906 1.29005 2.24964
H -1.49607 1.94156 4.19187
C -11.58924 5.06805 -6.40081
C -10.95803 6.12498 -5.72331
C -9.86401 5.87428 -4.89806
C -9.38284 4.54915 -4.72851
C -8.22443 4.25902 -3.90664
C -7.22243 5.10721 -3.44843
N -6.44801 4.35045 -2.64051
C -5.35460 4.77767 -1.76720
C -5.66506 4.35802 -0.34765
C -4.81881 4.91037 0.79467
C -5.13617 3.91046 1.93072
C -5.62536 2.62807 1.22510
N -5.48135 2.93003 -0.19701
N -6.94056 3.07190 -2.60192
N -7.98337 3.01122 -3.38138
C -10.06811 3.48851 -5.36094
C -11.14258 3.74828 -6.21152
H -12.42787 5.27258 -7.06811
H -11.32023 7.14661 -5.84548
H -9.36185 6.68218 -4.36200
H -7.06590 6.15417 -3.63082
H -4.41529 4.29805 -2.09395
H -5.29083 5.86632 -1.86516
H -6.72021 4.63435 -0.12345
H -3.75882 4.82900 0.51028
H -5.04852 5.95411 1.03391
H -4.26053 3.71655 2.55785
H -5.94998 4.30009 2.55411
H -5.05991 1.73155 1.50649
H -6.68688 2.44742 1.47127
H -6.11336 2.40724 -0.80914
H -9.72237 2.46899 -5.17658
H -11.63256 2.92265 -6.72932
```

Output
- 2S+1: 1
- Total charge: +1
- Energy above the lowest of the compared OMol25 structures with the same formula, charge and spin: 25.14 kcal per mole

---

6.
Here is a molecular structure, C26H25Cl4N7O6Sm from OMol25. Energies are from ωB97M-V/def2-TZVPD.

```
69
Properties=species:S:1:pos:R:3
Sm 1.90721 1.09946 -0.26714
N 0.39401 2.69018 -1.79609
C 0.53969 4.07533 -1.30937
C 0.76671 4.10105 0.19529
O 0.06055 4.85909 0.88409
N 1.75477 3.28064 0.58235
C 2.07504 3.21173 2.02540
C 1.84595 1.79651 2.56576
O 1.09980 1.60181 3.52653
O 2.44138 0.84630 1.87910
H 0.68994 2.58795 -2.75469
H -0.56384 2.38955 -1.74071
H -0.31494 4.70771 -1.52116
H 1.41894 4.50494 -1.78287
H 1.49529 3.91518 2.60719
H 3.13572 3.42989 2.15386
Cl 6.08445 2.38897 -5.73469
C 4.82725 1.71292 -4.74208
C 3.81370 0.96876 -5.31899
Cl 3.78623 0.69292 -7.03501
C 2.80150 0.43707 -4.50300
Cl 1.49579 -0.49585 -5.18102
C 2.78251 0.63387 -3.12360
O 1.81638 0.18116 -2.35013
C 3.84906 1.37552 -2.52163
O 3.84042 1.51376 -1.19820
C 4.82864 1.91544 -3.34802
Cl 6.08541 2.82845 -2.57389
C -1.60681 3.26130 3.05531
N -1.78417 1.88453 2.55464
C -2.16583 0.88581 3.56124
C -1.04050 1.41868 1.55474
N -0.46456 1.00008 0.63682
H -2.56964 3.58728 3.44943
H -1.29469 3.91106 2.24671
H -0.84708 3.26454 3.83549
H -3.17077 1.09826 3.92124
H -1.45843 0.91524 4.39229
H -2.15236 -0.10915 3.12356
C -3.78716 -1.40462 -2.47842
C -3.43207 -2.13737 -1.21412
C -3.72831 -3.50111 -1.05333
C -3.33864 -4.19278 0.10300
C -2.67721 -3.50828 1.12806
N -2.28615 -4.24059 2.26110
C -1.41979 -3.84708 3.27790
O -1.55813 -4.23940 4.42329
N -0.39035 -3.03079 2.89605
C 0.24078 -2.91446 1.62373
C 0.19479 -3.87492 0.62833
C 0.79597 -3.59840 -0.58923
C 1.40899 -2.37472 -0.78782
N 1.46139 -1.46334 0.18826
C 0.90866 -1.73784 1.36603
C -2.41664 -2.13540 1.00022
C -2.77824 -1.46937 -0.17374
H -4.37505 -2.03287 -3.15017
H -2.88678 -1.08787 -3.01486
H -4.36585 -0.50232 -2.25968
H -4.23226 -4.03623 -1.85192
H -3.52637 -5.25859 0.19928
H -2.89521 -4.98285 2.55928
H 0.08222 -2.61670 3.68177
H -0.31719 -4.81837 0.78846
H 0.76246 -4.31884 -1.39624
H 1.81713 -2.07328 -1.74074
H 0.99056 -0.95642 2.12023
H -1.91629 -1.59861 1.79245
H -2.53798 -0.41450 -0.27593
```

Output
- <S²>: 8.76
- 2S+1: 6
- Total charge: -1
- Energy above the lowest of the compared OMol25 structures with the same formula, charge and spin: 0.00 kcal per mole